[1]
ORCA calculation (wB97M-V/def2-TZVPD) on a 8-piece molecular cluster, C6H23NO7 overall in a non-equilibrium geometry.

ORCA input file:
```
! wB97M-V def2-TZVPD RIJCOSX def2/J DEFGRID3
* xyz 0 1
C -2.65 0.33 0.34
C -1.41 -0.23 -0.27
C -1.23 -0.60 -1.65
C 0.10 -0.89 -1.78
N 0.73 -0.73 -0.58
C -0.20 -0.35 0.37
C 0.15 -0.05 1.78
H -3.08 -0.40 1.03
H -2.55 1.24 0.94
H -3.37 0.56 -0.45
H -2.11 -0.57 -2.25
H 0.55 -1.40 -2.61
H 1.72 -0.71 -0.45
H 1.23 -0.17 1.88
H -0.30 -0.67 2.55
H -0.13 0.98 2.00
O -1.43 4.35 -0.52
H -0.93 3.63 -0.12
H -1.01 4.37 -1.38
O 2.33 1.62 -3.18
H 1.53 1.96 -3.61
H 2.60 0.92 -3.78
O 3.14 1.34 1.14
H 2.22 1.56 1.20
H 3.69 2.12 1.23
O 1.59 3.29 0.06
H 1.64 2.83 -0.79
H 1.52 4.22 -0.19
O -2.00 -3.18 -0.78
H -1.46 -2.43 -0.52
H -2.91 -2.86 -0.78
O -1.44 -3.24 2.09
H -0.87 -3.28 2.87
H -0.85 -2.76 1.50
O 1.53 -3.43 1.83
H 2.45 -3.70 1.92
H 1.21 -3.69 0.96
*
```

Summary:
Structure (SMILES): Cc1cc[nH]c1C.O.O.O.O.O.O.O
HOMO (eV): -8.2
Relative energy (zero: lowest compared OMol25 entry of this formula, charge and spin) (eV): 0.649
Kohn-Sham gap (eV): 8.25
LUMO energy (Ha): 0.0019

[2]
ORCA calculation (wB97M-V/def2-TZVPD) on C6H24AlN12O6 as an isolated structure in a non-equilibrium geometry.

ORCA input file:
```
! wB97M-V def2-TZVPD RIJCOSX def2/J DEFGRID3
* xyz 3 1
Al -1.86 0.67 -1.26
C 0.08 -1.15 -2.29
O -1.02 -0.80 -1.73
N 1.38 -0.93 -2.06
N 0.02 -2.44 -2.95
H 1.66 0.01 -1.69
H 2.19 -1.46 -1.97
H 1.00 -2.78 -3.13
H -0.87 -2.85 -3.06
C 3.29 -3.60 0.81
O 2.65 -2.97 -0.01
N 2.76 -4.64 1.72
N 4.54 -3.33 1.17
H 3.48 -5.31 1.75
H 1.98 -5.12 1.28
H 4.99 -3.67 1.97
H 5.13 -2.93 0.46
C 0.09 2.57 -0.90
O -0.89 2.19 -1.56
N 0.96 3.63 -1.18
N 0.30 1.91 0.30
H 1.94 3.37 -1.07
H 0.76 4.12 -2.03
H 0.48 0.95 0.63
H 1.19 2.35 0.53
C -2.71 0.74 1.38
O -2.10 0.25 0.40
N -3.25 -0.05 2.36
N -2.90 2.15 1.58
H -3.11 -1.04 2.36
H -3.49 0.40 3.23
H -2.72 2.71 0.71
H -3.11 2.49 2.49
C -3.66 1.01 -3.56
O -2.95 1.15 -2.49
N -4.05 2.21 -4.00
N -3.88 -0.22 -3.94
H -4.63 2.37 -4.79
H -3.68 2.84 -3.32
H -4.35 -0.52 -4.75
H -3.50 -0.84 -3.19
C 2.18 0.70 3.55
O 2.00 0.35 2.39
N 1.87 1.94 3.88
N 2.64 -0.16 4.47
H 2.04 2.60 3.15
H 1.91 2.32 4.85
H 2.81 -1.08 4.07
H 2.39 -0.10 5.46
*
```

Summary:
HOMO (eV): -16.4
Relative energy (zero: lowest compared OMol25 entry of this formula, charge and spin) (eV): 0.000
Kohn-Sham gap (eV): 8.07
LUMO energy (Ha): -0.3072

[3]
ORCA calculation (wB97M-V/def2-TZVPD) on C6H24Br2N12O6Y as an isolated structure in a non-equilibrium geometry.

ORCA input file:
```
! wB97M-V def2-TZVPD RIJCOSX def2/J DEFGRID3
* xyz 1 1
Y -23.76 21.31 -13.44
Br -23.16 22.59 -16.00
Br -21.04 21.08 -12.34
C -22.32 18.55 -15.08
O -22.83 19.62 -14.78
N -21.18 18.50 -15.83
N -22.84 17.34 -14.78
H -20.66 19.36 -15.90
H -20.73 17.66 -16.15
H -23.70 17.28 -14.28
H -22.24 16.53 -14.85
C -24.04 18.24 -11.52
O -24.19 19.24 -12.22
N -22.83 17.90 -11.00
N -25.02 17.36 -11.23
H -22.07 18.54 -11.17
H -22.85 17.22 -10.27
H -24.98 16.46 -10.79
H -25.94 17.68 -11.49
C -26.23 19.63 -15.46
O -25.54 20.07 -14.54
N -27.41 18.98 -15.25
N -25.89 19.74 -16.74
H -27.90 18.73 -16.09
H -27.65 18.74 -14.30
H -26.45 19.26 -17.42
H -25.02 20.15 -17.07
C -25.39 21.86 -10.27
O -24.79 21.69 -11.31
N -26.45 21.12 -9.83
N -25.08 22.82 -9.37
H -27.13 21.51 -9.19
H -26.78 20.42 -10.47
H -24.22 23.34 -9.40
H -25.51 22.94 -8.47
C -26.74 23.33 -13.40
O -25.77 22.69 -13.82
N -27.67 22.74 -12.62
N -26.99 24.64 -13.64
H -27.76 21.75 -12.52
H -28.43 23.34 -12.38
H -26.33 25.26 -14.05
H -27.80 24.98 -13.15
C -23.29 24.65 -12.53
O -23.36 23.44 -12.80
N -23.76 25.55 -13.42
N -22.61 25.23 -11.52
H -24.09 25.25 -14.32
H -23.63 26.51 -13.15
H -22.19 24.56 -10.89
H -22.92 26.16 -11.32
*
```

Summary:
HOMO (eV): -9.9
Relative energy (zero: lowest compared OMol25 entry of this formula, charge and spin) (eV): 1.151
Kohn-Sham gap (eV): 7.45
LUMO energy (Ha): -0.0906

[4]
ORCA calculation (wB97M-V/def2-TZVPD) on C6H24CaN11O9 as an isolated structure in a non-equilibrium geometry.

ORCA input file:
```
! wB97M-V def2-TZVPD RIJCOSX def2/J DEFGRID3
* xyz 2 2
Ca 3.53 0.41 -1.02
N 0.03 0.26 -0.32
O 1.23 0.18 -0.62
O -0.33 0.45 0.80
O -0.76 0.08 -1.26
C 0.05 -2.54 2.34
O 0.97 -2.33 1.31
H 0.34 -1.93 3.19
H -0.99 -2.36 2.06
H 0.15 -3.55 2.71
H 0.72 -1.53 0.84
C -3.82 2.40 0.43
O -4.31 3.48 0.50
N -2.54 2.29 0.48
N -4.53 1.37 -0.04
H -2.01 1.46 0.26
H -2.15 3.22 0.58
H -5.51 1.43 -0.28
H -4.07 0.47 0.00
C 3.49 0.08 2.63
O 3.15 0.42 1.50
N 2.87 -0.84 3.27
N 4.56 0.54 3.20
H 3.24 -1.36 4.05
H 2.02 -1.11 2.79
H 5.02 1.32 2.74
H 4.95 0.13 4.04
C 1.61 3.38 -0.63
O 2.50 2.67 -0.85
N 0.74 3.79 -1.49
N 1.17 3.67 0.58
H 0.14 4.48 -1.06
H 0.99 4.00 -2.45
H 1.90 3.68 1.28
H 0.28 4.13 0.69
C 1.96 -1.23 -3.64
O 2.74 -0.60 -2.98
N 0.67 -1.04 -3.67
N 2.24 -2.15 -4.55
H 0.11 -1.56 -4.33
H 0.16 -0.56 -2.94
H 3.18 -2.22 -4.92
H 1.47 -2.52 -5.09
C -3.52 -2.11 0.26
O -3.86 -1.13 0.87
N -2.61 -2.17 -0.69
N -4.09 -3.24 0.43
H -2.12 -1.30 -0.80
H -2.49 -2.95 -1.32
H -4.85 -3.40 1.08
H -3.61 -4.05 0.07
*
```

Summary:
⟨S²⟩: 0.7595
HOMO (spin up / spin down) (eV): -14.8 / -14.8
Kohn-Sham gap (spin up / spin down) (eV): 9.11 / 4.83
LUMO energy (spin up / spin down) (Ha): -0.2075 / -0.3646

[5]
ORCA calculation (wB97M-V/def2-TZVPD) on C6H24F3HfN12O6 as an isolated structure in a non-equilibrium geometry.

ORCA input file:
```
! wB97M-V def2-TZVPD RIJCOSX def2/J DEFGRID3
* xyz 2 2
Hf -24.77 5.94 -2.48
F -23.72 5.80 -4.61
F -25.70 3.95 -3.34
F -26.50 7.26 -1.59
C -24.20 9.35 -3.25
O -24.33 8.23 -2.91
N -24.18 10.30 -2.33
N -23.81 9.68 -4.39
H -24.60 10.26 -1.41
H -24.30 11.17 -2.82
H -23.26 10.53 -4.31
H -23.58 8.93 -5.03
C -26.49 4.18 0.07
O -25.86 4.76 -0.81
N -27.71 3.63 -0.29
N -25.98 3.91 1.24
H -28.02 3.63 -1.25
H -28.15 3.01 0.38
H -25.13 4.37 1.53
H -26.49 3.33 1.89
C -21.24 6.83 -2.95
O -22.25 6.52 -2.32
N -20.51 7.85 -2.68
N -20.81 6.24 -4.06
H -19.71 8.19 -3.19
H -20.96 8.23 -1.86
H -20.26 6.89 -4.61
H -21.57 5.72 -4.47
C -27.41 7.20 -4.90
O -26.63 6.56 -4.09
N -28.47 7.82 -4.50
N -27.34 7.25 -6.22
H -29.15 8.21 -5.14
H -28.71 7.62 -3.54
H -28.02 7.91 -6.58
H -26.57 6.85 -6.74
C -22.33 3.46 -1.44
O -23.33 4.26 -1.49
N -22.04 2.66 -0.42
N -21.47 3.33 -2.40
H -21.38 1.92 -0.59
H -22.86 2.61 0.17
H -20.71 2.69 -2.22
H -21.80 3.74 -3.27
C -23.61 7.80 0.30
O -23.98 6.88 -0.46
N -22.40 7.98 0.63
N -24.41 8.81 0.62
H -21.70 7.27 0.49
H -22.24 8.80 1.20
H -25.41 8.71 0.60
H -23.95 9.59 1.07
*
```

Summary:
⟨S²⟩: 0.7601
HOMO (spin up / spin down) (eV): -15.1 / -15.0
Kohn-Sham gap (spin up / spin down) (eV): 10.61 / 4.62
LUMO energy (spin up / spin down) (Ha): -0.1657 / -0.3821

[6]
ORCA calculation (wB97M-V/def2-TZVPD) on a 7-piece molecular cluster, C6H24FO6 overall in a non-equilibrium geometry.

ORCA input file:
```
! wB97M-V def2-TZVPD RIJCOSX def2/J DEFGRID3
* xyz -1 1
F -24.17 -21.15 -10.24
C -22.34 -20.39 -14.38
O -23.58 -20.21 -13.78
H -22.04 -21.43 -14.30
H -22.45 -20.13 -15.43
H -21.58 -19.76 -13.91
H -23.65 -20.71 -12.97
C -26.15 -25.11 -7.13
O -26.14 -23.94 -7.85
H -25.31 -25.18 -6.45
H -27.05 -25.24 -6.53
H -26.21 -25.97 -7.80
H -25.46 -24.01 -8.52
C -22.83 -25.20 -11.38
O -24.10 -24.68 -11.53
H -22.58 -25.47 -10.35
H -22.56 -26.04 -12.02
H -22.14 -24.38 -11.55
H -24.10 -23.73 -11.37
C -27.23 -16.98 -13.04
O -26.58 -18.02 -12.35
H -27.96 -17.32 -13.76
H -27.70 -16.37 -12.26
H -26.47 -16.40 -13.57
H -25.92 -18.33 -12.98
C -23.28 -21.30 -5.57
O -23.88 -20.08 -5.84
H -22.32 -21.11 -5.07
H -23.88 -21.98 -4.96
H -23.06 -21.75 -6.54
H -23.86 -19.57 -5.02
C -19.93 -22.07 -8.87
O -20.33 -21.28 -10.01
H -18.94 -22.49 -9.06
H -19.83 -21.43 -8.00
H -20.69 -22.80 -8.57
H -21.28 -21.16 -9.94
*
```

Summary:
HOMO (eV): -4.4
Relative energy (zero: lowest compared OMol25 entry of this formula, charge and spin) (eV): 2.285
Kohn-Sham gap (eV): 7.42
LUMO energy (Ha): 0.1129

| no. | E (eV) | molecular weight (g mol⁻¹) |
| --- | --- | --- |
| 1 | -22417.3425 | 221.25 |
| 2 | -43357.5337 | 387.32 |
| 3 | -177914.5426 | 609.05 |
| 4 | -59855.3185 | 434.40 |
| 5 | -46229.6290 | 595.82 |
| 6 | -21611.3200 | 211.25 |